# 1
C29H60N10O6 | ωB97M-V/def2-TZVPD

The value obtained for the HOMO energy is -8.52 eV. The frontier orbital gap is 9.05 eV. The calculation puts the LUMO energy at 0.53 eV. The maximum force comes out at 6.2 eV/A.

Cartesian coordinates (Å):
O 2.244 -6.628 -1.121
O -5.498 9.970 1.178
O -5.809 0.337 -4.095
O 3.734 -3.642 3.283
O -2.164 3.995 1.645
O 5.208 0.244 -2.086
N 0.957 2.189 -1.663
N -4.972 8.077 2.251
N -1.190 6.011 1.618
N 3.845 -0.872 -0.556
N -2.963 -0.314 -3.334
N 0.945 -0.223 1.436
N -6.172 1.851 -2.484
N 2.062 -2.598 -0.963
N 2.725 -8.261 -2.576
N 4.283 -5.516 4.377
C -6.610 1.030 -3.477
C -2.341 0.668 -2.386
C 4.460 -6.383 5.522
C 3.821 -4.236 4.350
C -0.835 -1.375 -1.423
C 0.309 -1.229 -2.499
C -1.208 4.684 1.310
C 2.560 -0.710 -3.462
C -4.810 7.193 3.385
C -1.727 -0.076 -1.102
C -5.423 9.361 2.237
C 3.096 -7.250 -1.745
C 2.428 -1.176 -0.777
C 1.649 -3.668 1.392
C 4.406 0.368 -1.093
C 1.287 1.043 -1.850
C 3.431 -3.595 5.654
C -5.817 9.988 3.547
C 1.699 -0.486 -2.075
C -8.083 1.008 -3.778
C 4.562 -6.932 -1.626
C -6.947 2.738 -1.645
C 4.309 -0.904 0.866
C -0.167 6.988 1.317
C 3.567 -9.108 -3.392
C 4.210 1.868 -0.574
C -0.035 4.113 0.561
C 1.663 -0.480 0.499
C 2.546 -3.561 0.031
H 1.725 -8.412 -2.600
H 1.886 -0.877 -4.368
H 0.880 4.234 1.147
H -0.197 3.049 0.392
H 2.363 -2.954 -1.893
H 2.619 -4.157 6.121
H -2.564 -0.429 -0.379
H 3.673 -3.490 0.312
H 4.697 -6.104 -0.928
H 5.455 -1.090 0.819
H 4.622 -8.861 -3.291
H 3.084 -2.578 5.467
H 3.405 -10.145 -3.090
H 5.172 2.338 -0.162
H -0.522 -1.817 -0.397
H -3.139 1.419 -2.006
H 0.672 6.555 0.776
H 0.547 -3.633 1.027
H 2.451 -4.621 -0.439
H 1.776 -4.672 1.923
H -5.172 1.810 -2.342
H 4.183 0.069 1.455
H 5.105 -7.799 -1.242
H 3.346 -1.521 -3.290
H 3.358 1.969 0.197
H -4.959 10.018 4.222
H 5.512 -6.673 5.572
H -6.154 11.010 3.371
H -8.009 2.706 -1.880
H -6.796 2.444 -0.604
H 4.523 -5.874 3.463
H -1.488 1.299 -2.857
H -8.418 2.000 -4.091
H 0.067 4.606 -0.408
H -6.637 9.427 4.001
H 4.294 -3.548 6.323
H -5.100 7.665 4.322
H -6.574 3.755 -1.785
H -3.928 0.050 -3.494
H -0.107 -0.573 -3.366
H 3.138 0.274 -3.673
H -1.068 0.632 -0.460
H -8.274 0.308 -4.592
H -0.617 7.782 0.716
H 1.786 -2.755 2.068
H -2.406 -0.233 -4.205
H -2.011 6.317 2.120
H 0.188 7.413 2.259
H 4.172 -5.900 6.454
H 3.264 -8.989 -4.434
H 3.851 -7.277 5.372
H -5.426 6.307 3.218
H -8.642 0.678 -2.900
H -3.761 6.895 3.438
H 0.495 -2.258 -3.001
H -4.728 7.728 1.334
H 3.889 2.527 -1.470
H 3.888 -1.745 1.511
H -1.586 -2.163 -1.834
H 4.963 -6.634 -2.597

Results of the Löwdin charge analysis, in e, for atoms 1 through 99: number 1, O, carries 0.01; number 2, O, carries 0.02; number 3, O, carries 0.02; number 4, O, carries 0.01; number 5, O, carries 0.02; number 6, O, carries 0.02; number 7, N, carries 0.18; number 8, N, carries 0.00; number 9, N, carries 0.00; number 10, N, carries -0.07; number 11, N, carries -0.01; number 12, N, carries 0.18; number 13, N, carries 0.01; number 14, N, carries 0.00; number 15, N, carries 0.00; number 16, N, carries 0.00; number 17, C, carries -0.53; number 18, C, carries -0.28; number 19, C, carries -0.08; number 20, C, carries -0.53; number 21, C, carries -0.21; number 22, C, carries -0.17; number 23, C, carries -0.55; number 24, C, carries -0.04; number 25, C, carries -0.07; number 26, C, carries -0.21; number 27, C, carries -0.56; number 28, C, carries -0.54; number 29, C, carries -0.34; number 30, C, carries -0.10; number 31, C, carries -0.38; number 32, C, carries -0.12; number 33, C, carries -0.01; number 34, C, carries -0.02; number 35, C, carries -0.29; number 36, C, carries -0.01; number 37, C, carries -0.01; number 38, C, carries -0.07; number 39, C, carries -0.08; number 40, C, carries -0.08; number 41, C, carries -0.08; number 42, C, carries -0.03; number 43, C, carries -0.03; number 44, C, carries -0.12; number 45, C, carries -0.25; number 46, H, carries 0.14; number 47, H, carries 0.09; number 48, H, carries 0.09; number 49, H, carries 0.05; number 50, H, carries 0.13; number 51, H, carries 0.09; number 52, H, carries 0.12; number 53, H, carries 0.11; number 54, H, carries 0.08; number 55, H, carries 0.12; number 56, H, carries 0.07; number 57, H, carries 0.09; number 58, H, carries 0.08; number 59, H, carries 0.10; number 60, H, carries 0.10; number 61, H, carries 0.10; number 62, H, carries 0.08; number 63, H, carries 0.08; number 64, H, carries 0.09; number 65, H, carries 0.07; number 66, H, carries 0.11; number 67, H, carries 0.10; number 68, H, carries 0.09; number 69, H, carries 0.09; number 70, H, carries 0.08; number 71, H, carries 0.08; number 72, H, carries 0.08; number 73, H, carries 0.08; number 74, H, carries 0.07; number 75, H, carries 0.09; number 76, H, carries 0.14; number 77, H, carries 0.10; number 78, H, carries 0.09; number 79, H, carries 0.08; number 80, H, carries 0.08; number 81, H, carries 0.09; number 82, H, carries 0.08; number 83, H, carries 0.09; number 84, H, carries 0.02; number 85, H, carries 0.12; number 86, H, carries 0.09; number 87, H, carries 0.08; number 88, H, carries 0.09; number 89, H, carries 0.08; number 90, H, carries 0.05; number 91, H, carries 0.07; number 92, H, carries 0.11; number 93, H, carries 0.08; number 94, H, carries 0.08; number 95, H, carries 0.08; number 96, H, carries 0.08; number 97, H, carries 0.09; number 98, H, carries 0.09; number 99, H, carries 0.07

=====

# 2
C29H60N2O5S | ωB97M-V/def2-TZVPD

The value obtained for the HOMO energy is -8.02 eV. The value obtained for the energy above the lowest of the compared OMol25 structures with the same formula, charge and spin is 6.7 kcal/mol. The frontier orbital gap is 8.43 eV. The calculation puts the LUMO energy at 0.40 eV. The maximum force comes out at 1.4 eV/A.

Cartesian coordinates (Å):
S -3.713 1.671 -2.467
O 1.582 -2.839 1.177
O -2.267 -3.658 -2.505
O -3.812 -0.390 -4.829
O 1.044 -2.139 3.251
O -3.135 -1.165 -1.520
N 5.647 -5.305 2.661
N -2.625 5.773 2.914
C 8.082 -5.575 3.417
C -2.927 3.303 -2.429
C -3.462 0.717 -6.900
C -0.155 -3.759 -3.571
C 5.770 -5.105 1.228
C 1.119 -1.909 2.078
C 5.334 -4.117 3.436
C -3.484 -1.359 -3.849
C -1.805 5.071 5.237
C -0.075 -0.763 0.168
C -2.272 0.670 -2.928
C -1.726 4.928 2.151
C -1.388 2.353 -7.223
C -2.316 7.188 2.803
C 0.705 -0.585 1.473
C 6.819 -4.103 0.727
C -2.333 1.620 -7.109
C -0.982 7.687 3.373
C -2.204 3.488 2.038
C -2.639 -0.620 -0.313
C -2.956 5.298 4.247
C -3.951 4.391 -2.060
C -3.059 -0.482 -6.019
C -1.016 -2.999 -2.558
C 6.664 -6.142 3.274
C -1.123 -1.521 -2.985
C -2.496 -0.837 -2.744
C 4.092 -3.390 2.945
C -1.479 -1.371 0.373
H -0.948 -1.477 -4.062
H -0.206 0.229 -0.276
H -2.348 7.444 1.739
H 6.304 -6.412 4.271
H -3.893 0.395 -7.848
H 7.825 -4.521 0.737
H -3.704 4.840 -1.100
H -3.958 5.162 -2.826
H 4.794 -4.792 0.847
H -0.333 -0.904 -2.550
H -3.205 3.441 1.607
H 1.626 -0.044 1.224
H 0.153 -4.729 -3.186
H 0.178 0.012 2.212
H -0.957 4.565 4.773
H -2.492 3.491 -3.412
H -3.505 4.360 4.144
H 4.227 -2.977 1.945
H 5.950 -6.078 0.764
H -0.782 8.695 3.003
H -0.714 -3.880 -4.499
H -1.684 -1.302 1.446
H -4.409 -1.692 -3.380
H 6.599 -3.826 -0.306
H -4.247 1.257 -6.366
H -1.887 0.918 -3.915
H -0.701 4.928 2.554
H 0.996 -3.604 1.261
H -2.689 -3.462 -1.662
H -3.676 5.994 4.685
H 8.081 -4.563 3.824
H -3.484 -0.656 0.377
H -1.658 5.343 1.141
H -2.149 4.442 6.061
H -2.086 3.298 -1.731
H -4.946 3.952 -1.995
H -0.144 7.058 3.070
H -3.047 -2.226 -4.348
H -0.465 -3.053 -1.613
H -0.997 7.743 4.460
H 0.527 -1.321 -0.546
H -1.505 -2.438 0.142
H -3.131 7.754 3.261
H 6.714 -7.083 2.720
H 5.159 -4.432 4.469
H -1.981 -0.442 -5.839
H 3.232 -4.055 2.932
H -1.488 0.961 -2.217
H 0.743 -3.168 -3.765
H 8.617 -5.565 2.467
H -1.449 6.002 5.674
H -2.217 2.979 3.003
H 3.866 -2.560 3.614
H -2.365 0.435 -0.383
H -0.443 2.831 -7.322
H 8.658 -6.201 4.101
H -1.529 2.929 1.386
H 6.824 -3.185 1.316
H -3.281 -1.434 -6.516
H 6.173 -3.403 3.470

Want to see where the charge sits? The Löwdin charges in e are: number 1, S, carries 0.92; number 2, O, carries 0.06; number 3, O, carries -0.02; number 4, O, carries -0.17; number 5, O, carries 0.12; number 6, O, carries -0.11; number 7, N, carries -0.20; number 8, N, carries -0.20; number 9, C, carries -0.09; number 10, C, carries -0.54; number 11, C, carries -0.16; number 12, C, carries -0.04; number 13, C, carries -0.25; number 14, C, carries -0.51; number 15, C, carries -0.27; number 16, C, carries -0.12; number 17, C, carries -0.08; number 18, C, carries -0.20; number 19, C, carries -0.40; number 20, C, carries -0.28; number 21, C, carries 0.10; number 22, C, carries -0.25; number 23, C, carries -0.10; number 24, C, carries -0.08; number 25, C, carries -0.15; number 26, C, carries -0.09; number 27, C, carries -0.09; number 28, C, carries -0.20; number 29, C, carries -0.25; number 30, C, carries -0.15; number 31, C, carries -0.21; number 32, C, carries -0.42; number 33, C, carries -0.25; number 34, C, carries -0.07; number 35, C, carries -0.46; number 36, C, carries -0.10; number 37, C, carries -0.14; number 38, H, carries 0.11; number 39, H, carries 0.10; number 40, H, carries 0.11; number 41, H, carries 0.11; number 42, H, carries 0.12; number 43, H, carries 0.05; number 44, H, carries 0.06; number 45, H, carries 0.07; number 46, H, carries 0.10; number 47, H, carries 0.11; number 48, H, carries 0.08; number 49, H, carries 0.13; number 50, H, carries 0.08; number 51, H, carries 0.12; number 52, H, carries 0.07; number 53, H, carries 0.07; number 54, H, carries 0.10; number 55, H, carries 0.06; number 56, H, carries 0.11; number 57, H, carries 0.07; number 58, H, carries 0.09; number 59, H, carries 0.12; number 60, H, carries 0.14; number 61, H, carries 0.07; number 62, H, carries 0.12; number 63, H, carries 0.09; number 64, H, carries 0.10; number 65, H, carries 0.13; number 66, H, carries 0.09; number 67, H, carries 0.11; number 68, H, carries 0.06; number 69, H, carries 0.13; number 70, H, carries 0.11; number 71, H, carries 0.07; number 72, H, carries 0.06; number 73, H, carries 0.05; number 74, H, carries 0.07; number 75, H, carries 0.12; number 76, H, carries 0.12; number 77, H, carries 0.05; number 78, H, carries 0.09; number 79, H, carries 0.10; number 80, H, carries 0.11; number 81, H, carries 0.11; number 82, H, carries 0.12; number 83, H, carries 0.11; number 84, H, carries 0.07; number 85, H, carries 0.07; number 86, H, carries 0.08; number 87, H, carries 0.05; number 88, H, carries 0.05; number 89, H, carries 0.06; number 90, H, carries 0.08; number 91, H, carries 0.09; number 92, H, carries 0.02; number 93, H, carries 0.07; number 94, H, carries 0.06; number 95, H, carries 0.07; number 96, H, carries 0.13; number 97, H, carries 0.10

=====

- Number 2 is which compound?
  C29H60N2O5S